No. 1
Formula: C32H50O23S
Source: the OMol25 dataset
Level of theory: ωB97M-V/def2-TZVPD

CARTESIAN COORDINATES (ANGSTROEM)
1 C 4.971476 -0.959324 3.187901
2 C 3.846029 -1.700328 2.361368
3 C 2.541986 -1.069335 1.971924
4 O 2.578408 -0.982892 0.628253
5 C 3.617408 -1.601227 0.093114
6 O 3.772794 -1.778133 -1.104706
7 O 4.420952 -2.013940 1.110013
8 H 5.125186 0.021380 2.771569
9 H 6.005290 -1.238335 3.116396
10 H 4.655272 -0.776989 4.218311
11 H 3.751627 -2.612843 2.817575
12 H 2.444700 -0.004191 2.212638
13 H 1.759235 -1.396285 2.551974
14 C 4.212962 0.633906 -2.870867
15 C 4.365262 2.047200 -3.565012
16 C 3.989907 3.354890 -2.782669
17 O 5.194510 4.175610 -2.914525
18 C 5.987702 3.652447 -3.789686
19 O 7.019574 4.165912 -4.201255
20 O 5.614463 2.380588 -4.150424
21 H 4.407313 -0.271468 -3.372971
22 H 3.325511 0.377344 -2.415285
23 H 4.798427 0.639947 -1.963446
24 H 3.754860 2.085554 -4.399139
25 H 3.842317 3.040856 -1.756361
26 H 3.054225 3.477311 -2.822195
27 C -1.586721 4.616828 -0.946295
28 C -0.269254 4.663857 -1.736379
29 C -0.400006 3.977543 -3.156626
30 O -0.863086 5.048254 -3.987308
31 C -0.505407 6.186337 -3.346305
32 O -0.650310 7.304912 -3.835471
33 O -0.094483 6.067529 -2.200119
34 H -2.352726 5.228362 -1.241735
35 H -1.241771 5.128330 0.095665
36 H -1.906562 3.620788 -0.716932
37 H 0.681522 4.283312 -1.334305
38 H -1.186959 3.048266 -3.171283
39 H 0.537499 3.707867 -3.244450
40 C 0.844921 -4.080208 0.446015
41 C -0.453497 -4.390030 -0.133926
42 C -0.544754 -5.426852 -1.372729
43 O -1.655723 -6.217611 -1.100866
44 C -2.009989 -6.035699 0.085483
45 O -2.771105 -6.753035 0.776318
46 O -1.349247 -5.081309 0.683000
47 H 0.863779 -3.605752 1.304824
48 H 1.377772 -3.587464 -0.306806
49 H 1.307698 -5.103717 0.715334
50 H -0.912238 -3.647296 -0.544607
51 H 0.368945 -6.050580 -1.094337
52 H -0.244636 -4.967949 -2.343549
53 C -0.056036 -2.481806 -6.110873
54 C -0.404358 -1.183360 -5.329382
55 C 0.505526 -1.128096 -4.035676
56 O 1.338648 0.040743 -4.222005
57 C 1.078836 0.619651 -5.358644
58 O 1.433403 1.593193 -5.888603
59 O 0.029259 -0.066394 -5.958749
60 H 1.029716 -2.754970 -5.883195
61 H -0.118346 -2.542545 -7.140878
62 H -0.753325 -3.293014 -5.777563
63 H -1.533866 -0.978674 -4.895338
64 H 1.048130 -2.114961 -3.870406
65 H -0.138964 -1.139032 -3.064289
66 C -1.344815 1.592676 2.057796
67 C -0.692221 0.438671 1.288627
68 C -1.427169 0.002835 0.064177
69 O -0.782531 0.637418 -1.028919
70 C 0.333097 1.056052 -0.611281
71 O 1.280951 1.508668 -1.244389
72 O 0.427550 0.970848 0.741335
73 H -2.142946 0.961671 2.797096
74 H -1.786729 2.254238 1.484285
75 H -0.632978 2.194024 2.732354
76 H -0.267531 -0.597419 1.697147
77 H -2.514641 0.189747 0.026298
78 H -1.321056 -1.069397 -0.017975
79 C -5.226437 -0.763546 1.237693
80 C -6.095979 0.111991 0.261421
81 C -6.804760 1.219027 1.029665
82 O -6.030081 2.348123 0.599855
83 C -5.163642 2.034849 -0.206116
84 O -4.334824 2.870634 -0.637292
85 O -5.162545 0.832831 -0.533779
86 H -4.526901 -0.305569 1.850927
87 H -4.762585 -1.376554 0.356829
88 H -6.012041 -1.496271 1.758715
89 H -6.737991 -0.597872 -0.251600
90 H -6.900925 0.980333 2.029964
91 H -7.726147 1.518281 0.477374
92 O 1.091090 0.258066 5.232787
93 S 0.051390 -0.770249 5.247193
94 O -0.084249 -1.602915 4.097571
95 C 0.226100 -1.786951 6.673797
96 C -0.685908 -1.197529 7.755991
97 C -1.898673 -0.711352 6.918733
98 C -1.460474 -0.036793 5.650404
99 H 1.297174 -1.835879 6.955952
100 H 0.066390 -2.794268 6.268735
101 H -0.881826 -1.825369 8.409539
102 H -0.162849 -0.322533 8.235974
103 H -2.658138 0.055120 7.458049
104 H -2.475476 -1.816605 6.834687
105 H -1.416505 1.021261 5.824486
106 H -2.151854 -0.303368 4.786388

Atoms 1-3, force components in eV/Å:
C -1.742 1.455 -0.415
C 3.222 1.366 0.502
C 2.117 4.045 2.617

## Properties
LUMO: -0.53 eV
Strongest force on any atom: 0.1951 hartree/bohr
HOMO: -9.6796 eV
ΔE to the lowest compared entry with this formula, charge and spin: 17.5 kcal/mol
SMILES string: C[C@H]1COC(=O)O1.C[C@H]1COC(=O)O1.C[C@H]1COC(=O)O1.C[C@H]1COC(=O)O1.C[C@H]1COC(=O)O1.C[C@H]1COC(=O)O1.C[C@H]1COC(=O)O1.O=S1(=O)CCCC1

Here are the Löwdin charges for atoms 1 to 8, given in e: atom 1 (C): 0.01, atom 2 (C): -0.26, atom 3 (C): -0.15, atom 4 (O): 0.08, atom 5 (C): -0.51, atom 6 (O): 0.13, atom 7 (O): 0.09, atom 8 (H): 0.07

No. 2
Formula: C34H34N6O5Tl
Source: the OMol25 dataset
Level of theory: ωB97M-V/def2-TZVPD

CARTESIAN COORDINATES (ANGSTROEM)
1 Tl 0.379151 -0.714127 0.084244
2 C -0.638362 3.163921 0.339520
3 C 0.837777 3.171585 0.785859
4 C 1.199632 2.395102 2.030855
5 C 1.269300 2.999897 3.280361
6 C 1.776851 2.278805 4.352012
7 C 2.224175 0.986140 4.144733
8 C 2.103785 0.445605 2.871292
9 N 1.585606 1.127933 1.852249
10 N -0.882256 2.466002 -0.917501
11 C -0.101801 2.959173 -2.040026
12 C 0.198338 1.934930 -3.122117
13 C 0.627687 2.369486 -4.372797
14 C 1.058398 1.433281 -5.296898
15 C 1.042752 0.091416 -4.953266
16 C 0.547388 -0.253516 -3.707729
17 N 0.124275 0.644672 -2.818355
18 C -2.288170 2.502036 -1.279433
19 C -3.271212 2.054665 -0.223494
20 C -4.442895 2.785201 -0.038504
21 C -5.393726 2.332790 0.860817
22 C -5.131484 1.168841 1.565900
23 C -3.921401 0.530734 1.346878
24 N -3.013891 0.946839 0.467851
25 H -0.992051 4.209353 0.271541
26 H -1.247103 2.664848 1.095038
27 H 1.149120 4.207347 0.921887
28 H 1.459276 2.724309 0.009459
29 H 0.954913 4.028822 3.407385
30 H 1.840475 2.732088 5.333564
31 H 2.674907 0.407078 4.939054
32 H 2.445788 -0.563288 2.647253
33 H 0.866153 3.304856 -1.675939
34 H -0.582006 3.837107 -2.506024
35 H 0.643790 3.428279 -4.603040
36 H 1.416165 1.749322 -6.268347
37 H 1.414692 -0.667460 -5.627403
38 H 0.498661 -1.290517 -3.388400
39 H -2.411173 1.863869 -2.160840
40 H -2.582366 3.524126 -1.581109
41 H -4.605487 3.699022 -0.595641
42 H -6.315781 2.879457 1.011725
43 H -5.841606 0.761856 2.273332
44 H -3.666696 -0.364498 1.906991
45 O 7.023961 -1.353859 -3.094757
46 C 6.020688 -0.824913 -3.604900
47 O 5.807463 -0.434139 -4.772905
48 C 4.824678 -0.611335 -2.637875
49 C 3.899814 0.402150 -2.882384
50 C 2.822986 0.539516 -2.032508
51 N 2.598462 -0.271245 -0.994713
52 C 3.504682 -1.216417 -0.728952
53 C 4.632384 -1.411460 -1.520322
54 C 3.194350 -2.074240 0.499952
55 O 4.032888 -2.127174 1.403901
56 O 2.033378 -2.591851 0.462632
57 H 4.032599 1.038024 -3.748046
58 H 2.087007 1.328165 -2.189769
59 H 5.346914 -2.188976 -1.287554
60 O -1.322943 -3.198398 -1.599011
61 C -2.346028 -3.517861 -0.667633
62 C -1.896059 -4.675616 0.205398
63 C -0.738305 -4.314408 1.147003
64 C -1.167027 -3.488590 2.331382
65 C -1.962353 -4.042262 3.338825
66 C -2.262113 -3.294395 4.461850
67 C -1.776549 -1.997434 4.556980
68 C -1.038561 -1.506983 3.493406
69 N -0.741267 -2.225132 2.413557
70 H -1.389958 -2.266951 -1.830588
71 H -3.256740 -3.803813 -1.208617
72 H -2.580814 -2.651535 -0.041594
73 H -1.579914 -5.491277 -0.449020
74 H -2.764051 -5.019943 0.777111
75 H 0.041032 -3.775136 0.611214
76 H -0.289415 -5.236626 1.523473
77 H -2.317241 -5.061139 3.241651
78 H -2.865111 -3.711974 5.259237
79 H -1.959891 -1.392474 5.434995
80 H -0.658535 -0.487687 3.505645

Atoms 1-3, force components in eV/Å:
Tl -0.309 -0.079 -0.223
C 0.012 0.074 0.055
C -0.049 -0.251 -0.026

## Properties
LUMO: 1.90 eV
Strongest force on any atom: 0.0142 hartree/bohr
Charge: -1
HOMO: -4.6713 eV
ΔE to the lowest compared entry with this formula, charge and spin: 9.0 kcal/mol

Here are the Löwdin charges for atoms 1 to 8, given in e: atom 1 (Tl): 0.86, atom 2 (C): -0.17, atom 3 (C): -0.10, atom 4 (C): -0.28, atom 5 (C): -0.03, atom 6 (C): -0.07, atom 7 (C): -0.06, atom 8 (C): -0.12

No. 3
Formula: C29H73FN11O7P3S
Source: the OMol25 dataset
Level of theory: ωB97M-V/def2-TZVPD

CARTESIAN COORDINATES (ANGSTROEM)
1 C -8.314753 6.377762 0.132058
2 C -8.885372 7.463051 -0.811629
3 C -8.178114 7.569931 -2.205193
4 C -6.678759 7.143024 -2.227132
5 C -5.886017 8.204462 -3.068393
6 O -4.516507 8.216506 -2.592515
7 C -3.773293 7.247482 -3.120697
8 O -4.162060 6.392786 -3.835174
9 N -2.389194 7.314350 -2.788512
10 C -1.761991 5.977018 -2.795462
11 S 0.046388 6.062831 -2.451237
12 C 0.715242 4.578966 -3.319923
13 C 2.198229 4.342663 -2.877319
14 C -2.164280 8.016556 -1.556808
15 O -2.127911 9.186663 -1.552565
16 N -1.937201 7.332232 -0.315783
17 C -3.120068 6.856077 0.289456
18 O -3.720419 7.413946 1.094687
19 F -3.514359 5.633766 -0.105303
20 H -7.368823 6.770923 0.557888
21 H -8.966243 6.189019 1.001218
22 H -8.037839 5.440534 -0.377114
23 H -8.938404 8.450948 -0.321864
24 H -9.941341 7.191824 -1.015409
25 H -8.246687 8.632445 -2.511585
26 H -8.790669 7.015264 -2.937404
27 H -6.582513 6.200044 -2.784516
28 H -6.191525 7.132316 -1.243623
29 H -5.969182 8.025221 -4.149825
30 H -6.262266 9.223775 -2.882228
31 H -2.274548 5.311727 -2.075477
32 H -1.850366 5.478095 -3.771957
33 H 0.608501 4.752813 -4.401410
34 H 0.148167 3.683366 -3.010365
35 H 2.426833 5.040042 -2.056763
36 H 2.836830 4.576355 -3.745611
37 H 2.324020 3.278722 -2.585568
38 H -1.495975 7.952546 0.356184
39 C 0.226079 -1.267462 0.209355
40 N 0.008721 -0.665085 -1.089366
41 C -1.160494 0.206307 -1.083360
42 P 1.116032 -0.433210 -2.385380
43 O 1.638863 0.936388 -1.963673
44 N 2.640306 -1.260291 -2.276815
45 C 3.176136 -1.773427 -1.024236
46 C 3.705306 -0.542890 -2.980566
47 N 0.465641 -1.883852 -3.200181
48 C -0.439960 -1.580579 -4.309291
49 C 0.108278 -3.114003 -2.556685
50 H -0.684482 -1.780689 0.537610
51 H 0.504044 -0.522670 0.968264
52 H 0.993966 -2.035257 0.210577
53 H -2.036888 -0.322978 -1.479439
54 H -1.003063 1.095380 -1.699670
55 H -1.402332 0.560607 -0.078992
56 H 3.134714 -1.031993 -0.215324
57 H 4.219479 -2.074075 -1.139540
58 H 2.663956 -2.683380 -0.707739
59 H 4.117422 0.275646 -2.377599
60 H 3.336209 -0.112622 -3.915474
61 H 4.515807 -1.226733 -3.241317
62 H -1.451260 -1.327381 -3.957798
63 H -0.513280 -2.423722 -5.001776
64 H -0.062113 -0.729363 -4.884882
65 H -0.883954 -3.069408 -2.082947
66 H 0.837668 -3.423133 -1.809161
67 H 0.084841 -3.918860 -3.297867
68 C 1.695894 -0.350792 6.686276
69 N 2.835272 -0.486108 5.806542
70 C 3.372080 -1.842248 5.836245
71 P 3.300134 0.479309 4.456886
72 O 2.529977 -0.279605 3.386027
73 N 2.473061 1.994577 4.244864
74 C 1.190360 2.288875 4.860265
75 C 2.417943 2.397896 2.836107
76 N 4.480278 1.344847 5.479171
77 C 5.863896 0.912623 5.273232
78 C 4.266491 1.774471 6.830344
79 H 1.966541 -0.679231 7.695560
80 H 0.833871 -0.942009 6.343942
81 H 1.361162 0.675743 6.805958
82 H 4.229582 -1.901435 6.518693
83 H 3.711351 -2.161890 4.847860
84 H 2.627078 -2.571261 6.162220
85 H 0.460070 1.481220 4.714883
86 H 0.756483 3.200295 4.444151
87 H 1.291569 2.497306 5.927014
88 H 1.609725 1.891712 2.294862
89 H 3.355288 2.164322 2.325171
90 H 2.269915 3.476750 2.755339
91 H 6.087655 -0.021167 5.809953
92 H 6.570732 1.679875 5.600361
93 H 6.052470 0.741099 4.208811
94 H 4.399769 0.960941 7.558364
95 H 3.281691 2.215475 6.977236
96 H 4.985852 2.561593 7.073475
97 C 0.353018 -8.339961 1.276681
98 N 0.175515 -7.680195 0.002012
99 C -0.979317 -6.788983 0.021165
100 P 1.315996 -7.410209 -1.264222
101 O 1.827374 -6.077498 -0.726630
102 N 2.828329 -8.261959 -1.176819
103 C 3.341816 -8.838527 0.053974
104 C 3.911672 -7.525249 -1.833708
105 N 0.625778 -8.836485 -2.098720
106 C -0.272551 -8.491940 -3.201560
107 C 0.234645 -10.069707 -1.478880
108 H -0.573603 -8.849973 1.561264
109 H 0.625313 -7.634908 2.075409
110 H 1.108387 -9.120312 1.258329
111 H -1.855319 -7.285570 -0.415682
112 H -0.793279 -5.877593 -0.552753
113 H -1.237212 -6.473526 1.034286
114 H 3.299889 -8.134567 0.895962
115 H 4.382589 -9.146945 -0.062657
116 H 2.814133 -9.755475 0.322374
117 H 4.325815 -6.741564 -1.188031
118 H 3.559357 -7.046907 -2.750996
119 H 4.716880 -8.206288 -2.117016
120 H -1.276164 -8.218206 -2.844562
121 H -0.368548 -9.321356 -3.907460
122 H 0.127198 -7.641573 -3.763448
123 H -0.755517 -10.009181 -1.004275
124 H 0.955535 -10.411439 -0.738084
125 H 0.192904 -10.854396 -2.239619

Atoms 1-3, force components in eV/Å:
C 0.841 0.870 0.323
C -0.736 -0.694 -0.366
C -0.161 0.270 0.691

## Properties
LUMO: -1.04 eV
Strongest force on any atom: 0.1416 hartree/bohr
HOMO: -7.4540 eV
SMILES string: CCCCCOC(=O)N(CSCC)C(=O)NC(=O)F.CN(C)P(=O)(N(C)C)N(C)C.CN(C)P(=O)(N(C)C)N(C)C.CN(C)P(=O)(N(C)C)N(C)C

Here are the Löwdin charges for atoms 1 to 8, given in e: atom 1 (C): -0.12, atom 2 (C): -0.25, atom 3 (C): -0.20, atom 4 (C): -0.15, atom 5 (C): -0.13, atom 6 (O): 0.02, atom 7 (C): -0.55, atom 8 (O): 0.15

No. 4
Formula: C7H12
Source: the OMol25 dataset
Level of theory: ωB97M-V/def2-TZVPD

CARTESIAN COORDINATES (ANGSTROEM)
1 C 2.352251 0.459738 -0.672966
2 C 1.152281 -0.488058 -0.735462
3 C 0.220253 -0.338380 0.462849
4 C -0.557727 0.995286 0.656750
5 C -1.869898 0.202583 0.790465
6 C -2.096165 -0.895537 -0.625542
7 C -1.130234 -1.109344 0.457358
8 H 3.006569 0.339744 -1.544361
9 H 2.955530 0.277289 0.225128
10 H 2.027143 1.507625 -0.644650
11 H 0.588103 -0.306561 -1.660676
12 H 1.501804 -1.529317 -0.787755
13 H 0.777679 -0.569140 1.381264
14 H -0.541955 1.686029 -0.194428
15 H -0.279379 1.552645 1.557504
16 H -2.488158 0.206163 1.688254
17 H -2.724262 0.272266 -0.029584
18 H -1.633832 -0.272904 -1.412944
19 H -1.259995 -1.990128 1.088790

Atoms 1-3, force components in eV/Å:
C 0.008 0.038 0.026
C -0.080 -0.031 -0.019
C 0.121 -0.009 -0.068

## Properties
LUMO: 1.07 eV
Strongest force on any atom: 0.0055 hartree/bohr
HOMO: -8.2566 eV
ΔE to the lowest compared entry with this formula, charge and spin: 97.4 kcal/mol

Here are the Löwdin charges for atoms 1 to 8, given in e: atom 1 (C): -0.11, atom 2 (C): -0.23, atom 3 (C): -0.29, atom 4 (C): -0.11, atom 5 (C): -0.20, atom 6 (C): 0.02, atom 7 (C): -0.30, atom 8 (H): 0.07

no.,gap between HOMO and LUMO (eV)
1,9.1
2,6.6
3,6.4
4,9.3